# 1
Molecular formula: C4H8N2
Method: DFT, ωB97M-V with the def2-TZVPD basis set

Summary:
**Highest occupied orbital energy**: -9.039 eV
**Gap between HOMO and LUMO**: 0.366 Ha
**2S+1**: 1
**SMILES string**: [H]/N=C(\C=C)NC

Cartesian coordinates (Å):
N 0.6436 -0.7611 -0.6780
N -1.2766 -1.9125 -0.0879
C 1.7947 -0.1507 -0.0504
C -0.8996 1.6963 0.0154
C -0.6139 -0.8058 -0.0614
C -1.1802 0.4753 0.4568
H -2.2435 -1.7624 0.2325
H -0.1733 1.8422 -0.8104
H 0.8813 -1.6833 -1.0718
H 2.2767 -0.7919 0.6945
H -1.8650 0.3719 1.2918
H 1.4918 0.7769 0.4406
H 2.5271 0.1405 -0.8447
H -1.3630 2.5645 0.4728

# 2
Molecular formula: C29H63Ca3N2O15P2
Method: DFT, ωB97M-V with the def2-TZVPD basis set

Summary:
**Highest occupied orbital energy**: -2.323 eV
**Gap between HOMO and LUMO**: 0.159 Ha
**2S+1**: 1
**Net charge**: -1

Cartesian coordinates (Å):
Ca 2.6104 2.9990 -32.9852
Ca -0.0129 5.1287 -30.1470
Ca 2.8557 2.9737 -29.5467
P 2.2527 0.8279 -31.3376
P 2.3951 5.2109 -31.2084
O 5.0921 3.5999 -29.2277
O 7.5869 6.5403 -32.0600
O -2.0115 6.0468 -31.9168
O 2.5151 5.0761 -29.7443
O 1.4236 1.4182 -30.2284
O 1.3324 1.1862 -32.4905
O 2.2221 3.2985 -27.0724
O 0.4115 3.9747 -26.0658
O 1.3335 6.2315 -31.5668
O 0.4921 3.5988 -28.2747
O 3.5234 4.6932 -32.0518
O 4.3016 1.8432 -34.2776
O 2.0569 -0.6593 -31.2059
O 3.4982 1.7242 -31.3052
O 1.4550 3.9458 -31.3035
N -0.5739 6.9737 -28.7571
N 1.7521 2.9690 -35.2614
C -1.4076 6.3691 -27.7138
C 5.3866 4.8528 -28.7270
C 2.0031 5.4956 -34.9200
C 7.4139 3.7380 -29.5502
C 0.8105 8.1404 -27.0784
C -3.7653 6.0470 -33.5178
C 2.1058 1.9260 -36.2093
C -0.3460 8.8146 -30.4934
C 6.2042 0.5822 -34.4412
C 0.3083 2.9108 -34.8715
C 6.5999 1.9947 -34.1768
C 5.3355 2.7740 -34.6394
C 2.1014 4.2957 -35.8259
C -1.5463 5.9312 -33.2419
C -0.6868 3.1059 -36.0555
C 6.8977 4.7343 -28.4715
C 1.0556 3.5734 -27.1649
C 7.0792 6.5907 -34.1930
C -2.8549 6.1210 -28.1204
C 6.3754 7.1870 -32.0452
C 4.7376 0.5133 -34.1262
C 0.7926 7.2347 -28.3130
C -3.4084 6.2410 -32.0329
C -1.2170 8.1304 -29.3919
C -2.5304 6.6251 -34.1803
C 7.6830 5.6706 -33.1152
C 1.5702 0.5537 -36.0128
C 5.8360 7.1046 -33.4480
C 6.1231 3.1339 -30.0710
H 5.4285 8.0136 -33.8904
H -1.3437 8.8637 -28.5955
H -1.7143 2.9877 -35.7116
H -1.4276 4.8733 -33.4760
H 5.1467 3.6871 -34.0749
H 7.7231 7.3987 -34.5405
H 2.7992 5.5729 -34.1796
H -3.8201 4.9846 -33.7554
H 4.9713 6.4480 -33.5442
H 4.3027 -0.1842 -34.8421
H 6.7849 -0.0443 -33.7641
H -0.8078 9.7735 -30.7286
H 1.5660 0.3013 -34.9524
H 2.1264 -0.1938 -36.5786
H -2.8127 5.7060 -29.1274
H 5.7096 6.7429 -31.3052
H -1.5232 7.1474 -26.9595
H 6.8108 2.2492 -33.1381
H -4.7539 6.4626 -33.7126
H 1.4810 7.5002 -29.1154
H 0.3908 9.1388 -27.2018
H -0.9433 5.4732 -27.3017
H 2.1051 6.3841 -35.5431
H 0.0327 3.6693 -34.1389
H 7.1332 4.3054 -27.4975
H 5.8945 3.5718 -31.0426
H 6.0354 2.0475 -30.0604
H -2.3805 7.6957 -34.0405
H -3.4487 7.0350 -28.1150
H 3.1741 1.8902 -36.4229
H -2.5357 6.5840 -35.2696
H 0.9991 3.5648 -25.4268
H 7.4663 5.6571 -28.5862
H 1.2032 6.2712 -28.0112
H 0.2844 7.7449 -26.2096
H 0.0604 1.9536 -34.4128
H -3.2918 5.3560 -27.4786
H 6.5371 0.2662 -35.4298
H 1.8117 8.2507 -26.6617
H 1.3981 4.5212 -36.6275
H -2.2105 7.8815 -29.7650
H 4.6148 0.0666 -33.1396
H 5.3447 2.9212 -35.7194
H 7.8440 4.3447 -30.3470
H 7.1589 4.7266 -32.9657
H 4.8367 5.0389 -27.8044
H -0.3321 8.3150 -31.4621
H -0.7285 4.1268 -36.4353
H -3.6395 7.2762 -31.7819
H 6.8363 6.1438 -35.1571
H -0.5340 2.4439 -36.9079
H 1.5946 2.2152 -37.1276
H 6.7215 8.2100 -31.8972
H 0.9828 5.4531 -34.5387
H -4.0561 5.6475 -31.3876
H -0.5526 6.3755 -33.2984
H 7.5763 2.3282 -34.5283
H 8.1031 3.0491 -29.0619
H 5.1118 5.6606 -29.4053
H 0.5682 0.4470 -36.4283
H 8.7080 5.3396 -33.2822
H 3.0985 4.2387 -36.2624
H 0.6665 9.1216 -30.2312

# 3
Molecular formula: C16H18Cl4N2O4
Method: DFT, ωB97M-V with the def2-TZVPD basis set

Summary:
**Highest occupied orbital energy**: -10.183 eV
**Gap between HOMO and LUMO**: 0.346 Ha
**2S+1**: 1
**SMILES string**: O=[N+]([O-])c1ccccc1.O=[N+]([O-])c1ccccc1.ClCCCl.ClCCCl

Cartesian coordinates (Å):
Cl 0.2455 13.6817 9.7065
Cl 3.3945 14.7929 8.2986
Cl 6.1094 14.4285 5.1958
Cl 6.5794 17.3410 3.7577
O 9.5772 20.3181 5.9066
O 8.1210 20.6204 7.4383
O 0.7276 21.5699 5.7859
O 2.4043 22.9312 5.7783
N 1.8882 21.8555 6.0397
N 8.8237 19.8837 6.7619
C 2.2799 19.5248 6.7034
C 7.6631 16.6369 8.1337
C 4.9673 16.6921 4.2380
C 8.2539 15.7218 7.2547
C 3.0464 18.5197 7.2939
C 9.2493 17.5250 6.0560
C 3.9734 21.1667 7.1445
C 4.7848 20.1742 7.6704
C 1.8831 13.7689 10.3039
C 4.3104 18.8805 7.7418
C 2.7048 20.8433 6.7158
C 7.7757 17.9945 7.8754
C 8.9695 16.1882 6.1562
C 2.5477 15.0765 9.8381
C 8.6530 18.4596 6.8951
C 5.0252 15.8301 5.4807
H 1.8811 13.6518 11.3876
H 7.1207 16.3547 9.0250
H 1.7583 15.8235 9.8011
H 4.3812 22.1677 7.1656
H 9.3874 15.4939 5.4417
H 4.0412 15.4267 5.6979
H 7.1973 18.6746 8.4853
H 4.5361 16.0766 3.4474
H 1.3532 19.2216 6.2341
H 4.3652 17.5971 4.2658
H 8.0720 14.6577 7.3011
H 2.3690 12.8706 9.9270
H 5.7720 20.4701 7.9993
H 3.2414 15.4309 10.5992
H 9.7804 17.9844 5.2267
H 2.8443 17.4616 7.2213
H 4.9313 18.1052 8.1839
H 5.4679 16.3590 6.3217

# 4
Molecular formula: C3H4S
Method: DFT, ωB97M-V with the def2-TZVPD basis set

Summary:
**Highest occupied orbital energy**: -8.059 eV
**Gap between HOMO and LUMO**: 0.302 Ha
**2S+1**: 1

Cartesian coordinates (Å):
S -1.9715 0.1258 -1.5309
C 1.3331 0.0813 -0.3283
C 0.5821 0.2691 0.7577
C 0.0190 -0.6209 -0.1551
H 2.3047 0.0265 -0.8946
H -1.2921 1.1715 -1.8120
H -0.2998 -1.5690 -0.2728
H 0.2683 0.7702 1.6363

# 5
Molecular formula: C3H8N4
Method: DFT, ωB97M-V with the def2-TZVPD basis set

Summary:
**Highest occupied orbital energy**: -8.476 eV
**Gap between HOMO and LUMO**: 0.349 Ha
**2S+1**: 1
**SMILES string**: N/N=C\C/C=N/N

Cartesian coordinates (Å):
N 1.1792 -0.7207 -0.6448
N -1.3346 0.6936 1.5150
N -0.0983 0.3672 1.9747
N 1.5419 -2.0005 -1.0228
C 0.1629 -0.1946 -1.2130
C -0.3554 1.1470 -0.7234
C -1.4746 1.0548 0.2826
H -0.4347 -0.6719 -1.9960
H -0.6945 1.6873 -1.6598
H -2.4738 1.3116 -0.0400
H 1.0476 -2.2551 -1.9312
H -0.0988 -0.0523 2.8807
H 2.5814 -2.1026 -1.0895
H 0.5663 -0.0401 1.3087
H 0.4916 1.7031 -0.3051

# 6
Molecular formula: C8H17O2Si
Method: DFT, ωB97M-V with the def2-TZVPD basis set

Summary:
**Highest occupied orbital energy**: -12.737 eV
**Gap between HOMO and LUMO**: 0.254 Ha
**2S+1**: 1
**Net charge**: +1

Cartesian coordinates (Å):
Si -1.5569 -0.0800 -0.0504
O -0.1351 -0.7841 0.2552
O 2.2835 -1.5049 0.2333
C 3.6156 1.0294 -0.2939
C -1.9132 0.7677 1.7325
C 1.9784 -2.8868 0.2095
C 2.1368 0.8722 0.0655
C -2.5766 -1.6385 -0.4018
C -1.5079 1.2642 -1.4107
C 1.3251 1.9080 0.2646
C 1.7015 -0.4455 0.1167
H -2.7794 -1.8911 -1.4274
H -2.2106 0.9993 -2.2041
H 4.0432 2.0224 0.0228
H 2.8154 -3.5751 0.0084
H 1.4488 2.9696 0.1486
H 1.1276 -3.0158 -0.5032
H 3.7036 0.6524 -1.2736
H -1.0186 1.0564 2.0563
H 0.3749 1.8383 0.6319
H -2.1002 -2.5828 -0.2430
H 1.4042 -3.0228 1.0585
H -1.4899 2.2161 -1.0401
H -0.6341 1.2337 -2.0242
H -3.5662 -1.6031 0.1756
H 4.1087 0.3901 0.4379
H -2.3626 -0.0292 2.3643
H -2.6902 1.5764 1.4509

# 7
Molecular formula: C10H14NO2
Method: DFT, ωB97M-V with the def2-TZVPD basis set

Summary:
**Highest occupied orbital energy**: -12.243 eV
**Gap between HOMO and LUMO**: 0.331 Ha
**2S+1**: 1
**Net charge**: +1

Cartesian coordinates (Å):
O -2.2285 1.1644 1.5744
O 0.9046 0.4580 -1.8023
N -0.0699 0.4456 1.8359
C -1.0023 1.1173 1.2654
C -2.5349 2.1408 0.5843
C 1.6318 -1.1849 -0.1212
C -1.0494 2.2132 0.2649
C 0.6483 -0.6388 -0.9249
C 2.2151 0.6567 -2.2295
C -0.7301 -1.0246 -0.7872
C 0.0838 -2.8330 0.7583
C 1.3729 -2.2276 0.7221
C -1.0171 -2.1090 0.1149
H 2.0479 1.2810 -3.0616
H -3.2627 1.5940 -0.1575
H -0.0439 -3.6912 1.2912
H -0.3419 -0.1344 2.6739
H 2.7272 -0.3091 -2.1839
H 0.8879 0.2127 1.3896
H -2.0401 -2.5332 0.1698
H 2.0603 -2.8329 1.2517
H -2.9508 3.0881 0.9066
H -1.4278 -0.4830 -1.3987
H 2.7796 1.2714 -1.5068
H -0.9024 2.0144 -0.8182
H -0.3597 3.0578 0.4198
H 2.6020 -0.7135 -0.2312

# 8
Molecular formula: C6H10MgO3
Method: DFT, ωB97M-V with the def2-TZVPD basis set

Summary:
**Expectation value of S²**: 0.75
**Highest occupied orbital energy (spin up / spin down)**: -10.953 / -13.953 eV
**Gap between HOMO and LUMO (spin up / spin down)**: 0.266 / 0.344 Ha
**2S+1**: 2
**Net charge**: +1

Cartesian coordinates (Å):
Mg -3.4766 1.2112 -1.8598
O -1.4203 -0.3526 -1.7694
O -2.3580 0.7460 -0.0996
O -0.4915 -0.5094 0.1552
C 0.7187 1.3822 1.1183
C 1.1935 -2.2461 -0.6432
C 0.3195 2.6266 1.3784
C 0.4257 -1.1059 -1.2672
C -0.1294 0.1873 1.4008
C -1.6281 -0.1369 -0.5450
H 0.9882 3.4748 1.2253
H 1.9428 -2.5653 -1.3796
H 1.7463 -1.9477 0.2555
H -1.0869 0.4592 1.8530
H 1.0283 -0.1957 -1.3612
H 0.5377 -3.1014 -0.4388
H 1.7037 1.1961 0.6813
H -0.7081 2.8435 1.6784
H 0.4248 -0.5923 1.9330
H 0.2698 -1.3737 -2.3154

# 9
Molecular formula: C24H37NO8P
Method: DFT, ωB97M-V with the def2-TZVPD basis set

Summary:
**Highest occupied orbital energy**: -10.751 eV
**Gap between HOMO and LUMO**: 0.240 Ha
**2S+1**: 1
**Net charge**: +1

Cartesian coordinates (Å):
P -5.4153 -1.9098 0.1039
O -6.1507 -1.6621 -1.1635
O -0.8734 0.8077 -2.1194
O -6.3923 -2.5692 1.2825
O -4.0799 -2.8642 -0.1584
O 6.6218 -1.0206 -2.0884
O -5.3921 2.4063 2.6043
O -0.2414 -1.3779 3.6068
O -2.7199 -1.5472 2.3479
N 7.8210 -0.7430 -3.9605
C 1.6189 -0.5145 2.2232
C -3.9029 2.6344 -1.4597
C -0.7553 -0.5208 1.3147
C 6.7418 -1.4157 -3.2055
C 2.1114 0.0817 0.9871
C -0.2415 0.1054 0.0925
C -2.2527 -0.8552 1.4663
C -5.3929 2.9193 -1.0205
C -4.4813 2.0691 3.6550
C -4.7553 -0.2944 0.8195
C 9.1873 -1.1093 -3.4581
C 3.6126 0.3879 0.7171
C 5.8679 -2.4266 -3.8732
C 1.1572 0.4108 -0.0901
C -2.7757 0.3806 -0.6878
C 0.1869 -0.8208 2.4082
C -3.7363 1.0587 -1.7195
C 4.3506 -0.8387 0.0154
C -5.5540 3.6064 0.3928
C 2.5673 -0.8647 3.4261
C 3.6441 -2.2357 0.2640
C -1.2523 0.4536 -1.0260
C -3.2342 -0.2241 0.4441
C -4.6339 3.0277 1.5294
H 7.6942 0.2452 -3.7183
H -5.3210 0.5833 0.4120
H -3.8841 2.2676 1.1918
H -5.4406 4.7202 0.3794
H -4.8693 -0.2943 1.9335
H 9.3154 -2.1866 -3.5485
H -3.4798 2.5716 3.5652
H 7.7275 -0.8992 -4.9652
H -5.8125 3.6484 -1.7731
H 5.8553 -3.3394 -3.2780
H 3.3789 -0.0997 3.5528
H 3.0262 -1.8761 3.2797
H 1.5742 0.8677 -1.0147
H 4.2662 -3.0894 -0.1270
H 5.3652 -0.9244 0.5004
H -6.6199 3.4194 0.7156
H 4.8580 -2.0221 -3.9572
H 1.9821 -0.9143 4.3809
H -4.9344 2.3954 4.6242
H 2.6452 -2.3089 -0.2363
H 6.2374 -2.6650 -4.8722
H 4.5001 -0.7028 -1.0821
H 4.1899 0.6742 1.6286
H 3.5320 -2.3876 1.3711
H 9.2810 -0.7837 -2.4248
H -6.0647 2.0284 -1.0517
H 9.9133 -0.5905 -4.0813
H -0.5895 -0.6453 4.1529
H 3.6431 1.2408 -0.0185
H -4.7121 0.5145 -1.7090
H -3.6462 3.1296 -2.4287
H -4.0401 -3.5696 0.5138
H -3.2875 0.8585 -2.7331
H -3.1382 2.9892 -0.7165
H -4.1057 3.9087 1.9995
H -4.2708 0.9641 3.7299
H -6.0243 -2.2631 2.1346

# 10
Molecular formula: C33H33AsN4OReS4Si
Method: DFT, ωB97M-V with the def2-TZVPD basis set

Summary:
**Expectation value of S²**: 3.78
**Highest occupied orbital energy (spin up / spin down)**: -7.793 / -8.081 eV
**Gap between HOMO and LUMO (spin up / spin down)**: 0.282 / 0.233 Ha
**2S+1**: 4

Cartesian coordinates (Å):
Re -0.6637 -0.6088 0.4940
As 0.8730 1.1669 -0.5872
S -2.9189 0.2987 0.5606
S -4.6348 2.1150 -0.9744
S -0.1670 0.2037 2.6426
S 1.3701 -1.8975 0.7179
Si -2.4568 -3.2169 2.2187
O -2.8348 3.0063 0.6140
N 2.2916 0.1015 5.3931
N -1.3237 -1.7616 -1.2408
N 4.1784 -2.5729 2.9810
N -1.7606 -2.3360 0.8550
C 0.3275 5.1628 -1.7797
C 3.3971 1.0217 0.7858
C -0.9192 5.1281 -2.3931
C 1.9471 -1.4676 2.2997
C -1.8427 -2.7316 -0.4339
C 4.2953 1.2948 1.8093
C 2.0204 0.5530 -2.0346
C -4.2903 -3.4059 1.9138
C 3.5897 1.0842 -3.7833
C -3.3956 1.9311 0.0745
C -1.8557 2.8848 1.6468
C -1.0287 -0.6717 -3.4241
C -1.6305 3.9406 -2.4552
C 0.1499 2.8140 -1.2912
C 1.9168 2.7170 1.6403
C -2.3701 -4.0341 -2.3488
C 2.7184 1.4939 -2.7853
C 1.8644 -0.1970 4.3679
C 4.0057 2.2753 2.7458
C 2.2047 -0.7996 -2.2926
C 3.7765 -0.2686 -4.0325
C -1.6099 -4.8815 2.3593
C 2.8191 2.9912 2.6564
C -1.9236 -2.9906 -3.1607
C -2.2093 -2.2549 3.7884
C 0.8642 4.0099 -1.2284
C 3.1838 -2.0721 2.6941
C 2.2043 1.7311 0.7011
C 1.3207 -0.5730 3.0984
C -2.3496 -3.9196 -0.9800
C -1.0947 2.7847 -1.9057
C 3.0830 -1.2094 -3.2866
C -1.4086 -1.8492 -2.5807
H 4.1252 1.8239 -4.3640
H 4.7008 2.4786 3.5498
H 2.5871 3.7534 3.3889
H 1.8315 4.0473 -0.7432
H 0.9854 3.2688 1.5926
H -4.7696 -2.4241 1.9067
H -1.1736 -2.2690 4.1323
H 3.6237 0.2433 0.0676
H 4.4623 -0.5877 -4.8070
H -2.0180 -5.6298 1.6770
H 0.8816 6.0911 -1.7250
H -1.8350 -0.4560 -4.1254
H -1.9981 -3.0505 -4.2373
H -2.2034 2.2238 2.4394
H -2.6146 3.9085 -2.9037
H 3.2218 -2.2664 -3.4746
H -0.9186 2.5055 1.2426
H -1.6711 1.8678 -1.9422
H 2.5825 2.5519 -2.6025
H -1.7113 3.8919 2.0281
H -0.1249 -0.8671 -3.9994
H -4.7406 -3.9974 2.7157
H -0.5407 -4.7862 2.1549
H -0.8606 0.2141 -2.8181
H -2.7150 -4.7057 -0.3369
H -2.5237 -1.2160 3.6846
H -2.8247 -2.7169 4.5662
H -2.7639 -4.9344 -2.8040
H 5.2146 0.7282 1.8799
H -1.7209 -5.2712 3.3745
H -1.3398 6.0325 -2.8136
H 1.6629 -1.5477 -1.7307
H -4.5243 -3.8948 0.9670

# 11
Molecular formula: C3H3Br3
Method: DFT, ωB97M-V with the def2-TZVPD basis set

Summary:
**Highest occupied orbital energy (spin up / spin down)**: -9.235 / -9.233 eV
**Gap between HOMO and LUMO (spin up / spin down)**: 0.303 / 0.303 Ha
**2S+1**: 1

Cartesian coordinates (Å):
Br -1.2288 2.0104 1.3044
Br 1.3657 -2.5988 1.6007
Br 0.7944 2.7157 -1.2090
C -0.5593 1.5901 -0.4035
C 0.5036 -0.9625 0.9785
C 0.7674 -0.4205 -0.1832
H 1.2805 -0.9054 -0.9721
H -1.4539 1.3736 -1.0768
H -0.1685 -0.3482 1.5997

# 12
Molecular formula: C6H11N
Method: DFT, ωB97M-V with the def2-TZVPD basis set

Summary:
**Highest occupied orbital energy**: -7.457 eV
**Gap between HOMO and LUMO**: 0.301 Ha
**2S+1**: 1

Cartesian coordinates (Å):
N -0.4846 -0.1776 0.9512
C 0.6383 -0.2600 0.1898
C 0.3108 2.2736 -0.1604
C -2.5185 -1.1912 0.2903
C 1.1551 1.0267 -0.4015
C -1.0444 -1.2775 0.5206
C 1.5314 -1.4551 -0.0039
H 2.1697 1.1673 -0.0017
H 1.5149 -1.8310 -1.0288
H -2.9969 -0.4201 0.9085
H 0.7900 3.1440 -0.6135
H -0.6852 2.1642 -0.5913
H -3.0011 -2.1603 0.4205
H 1.3051 0.8637 -1.4757
H 0.1826 2.4623 0.9047
H 2.5652 -1.1484 0.2038
H -2.6584 -0.9115 -0.7613
H 1.2259 -2.2691 0.6485

Let's list energy in order: -7256.957, -138696.060, -78138.288, -14006.278, -9198.746, -20533.393, -16172.959, -17961.135, -52639.587, -156954.048, -213282.631, -7886.926 eV.
Let's list relative energy (zero: lowest compared OMol25 entry of this formula, charge and spin) in order: 0.919, 2.886, 0.436, 3.301, 2.887, 0.191, 3.222, 1.747, 0.000, 0.000, 3.752, 3.605 eV.